(1)
# C7H4AuClO6S

C7H4AuClO6S as an isolated structure (ωB97M-V/def2-TZVPD, the OMol25 dataset).

Atoms and positions in Å:
Au 1.28614 0.58619 -0.66110
O 4.62623 1.02119 0.98167
S 4.05456 0.55405 -0.25349
O 3.08633 1.67425 -0.89271
O 5.05474 -0.01316 -1.22393
O 2.88771 -0.49429 -0.04740
Cl -1.07309 -2.73311 2.62914
C -1.41133 -1.70012 1.32449
C -0.47997 -1.57617 0.20315
C -0.61728 -0.46971 -0.66194
C -1.63893 0.51028 -0.40190
C -2.68007 0.21130 0.48310
C -2.52971 -0.88531 1.35143
C -1.35941 1.81531 -1.13762
O -2.25176 2.66014 -1.33330
O -0.08082 1.93377 -1.57274
H 0.36255 -2.25110 0.26865
H -0.34286 -0.58872 -1.69921
H -3.58059 0.87037 0.57443
H -3.31242 -1.12515 2.06928

## Properties
* net charge: -2
* HOMO (spin up / spin down): 0.0074 / 0.0072 hartree

---

(2)
# C13H36N6O17Zn2

C13H36N6O17Zn2 as an isolated structure (ωB97M-V/def2-TZVPD, the OMol25 dataset).

Atoms and positions in Å:
Zn 3.81926 -0.95803 2.11339
Zn -0.42308 -1.12216 3.78465
C 0.80303 -0.31317 0.40315
O 1.76642 -0.86181 0.02021
O 1.14075 0.31290 1.37084
O -0.14056 -0.97580 0.69483
C 2.70999 -1.33408 5.54421
O 1.70283 -0.72229 5.80098
O 3.59334 -0.71321 5.07739
O 2.36574 -2.03085 4.54054
C 4.63585 3.07792 -4.85311
O 4.80134 1.87306 -5.04016
N 3.96529 3.48003 -3.77321
N 5.27486 4.02702 -5.58708
H 3.70854 4.45683 -3.76735
H 3.72794 2.81754 -3.04871
H 5.21316 4.97053 -5.23198
H 5.98781 3.70045 -6.22359
C 1.81318 -4.08074 -4.05056
O 1.75360 -5.01971 -4.72781
N 2.97665 -3.53276 -3.75898
N 0.83380 -3.57692 -3.46942
H 3.80092 -4.09671 -3.90943
H 2.89890 -2.71343 -3.17353
H -0.10747 -3.77000 -3.78055
H 1.10256 -2.91127 -2.75893
C -1.09882 5.82807 -1.21277
O -0.43144 6.41649 -0.39381
N -1.98498 6.40306 -2.05923
N -0.99015 4.57229 -1.54579
H -2.19273 7.36821 -1.84613
H -2.21126 6.02623 -2.96857
H -0.25365 4.12795 -1.01642
H -1.70409 4.13261 -2.10889
C -3.52535 0.24962 5.62119
C -3.96733 -1.25911 5.73282
O -2.84052 -2.06970 5.36043
O -2.84682 0.54061 4.43316
H -2.71093 0.43944 6.32033
H -4.36350 0.88787 5.90092
H -4.76457 -1.33410 4.99330
H -4.42864 -1.31995 6.71852
H -3.09188 -2.99174 5.45137
H -3.14559 1.42995 4.22964
C 6.25789 2.78621 1.99009
C 5.16327 3.73419 2.58559
O 4.04390 3.70618 1.65986
O 5.81622 1.51082 1.49519
H 6.91022 2.77868 2.86330
H 6.84616 3.17485 1.15882
H 5.49524 4.76394 2.71794
H 4.82913 3.43076 3.57776
H 3.26636 3.21591 1.93673
H 6.53094 1.09177 1.01025
C -2.26311 -6.05209 -0.30056
C -0.75818 -6.52030 -0.23895
O 0.22026 -5.71471 0.44276
O -2.39954 -4.74987 -0.95221
H -2.46754 -5.98510 0.76800
H -3.01049 -6.73873 -0.69812
H -0.40386 -6.86544 -1.21025
H -0.78819 -7.47886 0.27909
H 0.00975 -4.84440 0.09657
H -2.16138 -3.98786 -0.41909
C -6.34687 0.75263 -2.53128
C -6.18651 -0.37322 -1.57820
O -6.59409 -1.58857 -2.24581
O -7.65640 0.85305 -2.92313
H -5.65693 0.64015 -3.36760
H -6.19435 1.63700 -1.91262
H -6.98812 -0.23949 -0.85181
H -5.18558 -0.45876 -1.15521
H -5.76677 -2.01098 -2.48813
H -7.73413 0.10113 -3.51488

## Properties
* HOMO: -0.2816 hartree

---

(3)
# C22H28N2O4

C22H28N2O4 in the gas phase (ωB97M-V/def2-TZVPD, the OMol25 dataset).

Atoms and positions in Å:
C -0.17994 -3.37336 -2.33798
C 0.84619 -2.29831 -2.27384
C 2.20592 -2.33873 -2.21942
C 2.64324 -0.99397 -2.12398
C 1.51905 -0.22531 -2.12991
O 0.42404 -1.01230 -2.22380
C 1.35457 1.25921 -2.09057
N 0.06488 1.67202 -1.59218
C -0.70338 2.53484 -2.29060
O -0.35983 3.00330 -3.35856
C -2.04499 2.87779 -1.65948
H -2.41961 3.75155 -2.19410
C -2.00345 3.14160 -0.14720
H -0.98004 3.05476 0.21396
H -2.32489 4.16731 0.04322
C -2.90659 2.20960 0.67061
C -2.49821 0.73894 0.55001
N -1.17388 0.52619 1.11056
C -1.20024 0.79934 2.53998
C -1.55941 2.25821 2.79861
C -2.90066 2.59622 2.15362
H -3.11420 3.66055 2.26580
H -3.69085 2.04182 2.66642
H -0.77689 2.90080 2.39484
H -1.60951 2.43031 3.87512
H -0.21589 0.57451 2.95629
H -1.93811 0.14733 3.04376
C -0.68271 -0.81278 0.84083
C 0.80771 -0.93323 1.00088
C 1.40096 -2.17682 1.00047
C 2.77901 -2.34744 1.09787
C 3.63051 -1.27564 1.21029
C 3.04451 -0.01288 1.21571
C 1.67716 0.15434 1.10857
H 1.25946 1.14790 1.10986
H 3.67870 0.85599 1.30074
H 4.69541 -1.41326 1.28614
O 3.07478 -3.68478 1.05937
C 1.84155 -4.35131 0.91315
O 0.79328 -3.40664 0.90324
H 1.83619 -4.91438 -0.03473
H 1.69875 -5.05139 1.75183
H -1.17000 -1.57070 1.48083
H -0.92875 -1.06863 -0.19534
H -2.48472 0.43434 -0.49932
H -3.25325 0.11686 1.06550
H -3.92963 2.30561 0.28851
H -2.72615 2.05504 -1.88783
H -0.25827 1.27702 -0.71847
H 2.16394 1.67972 -1.48034
H 1.43271 1.68171 -3.10143
H 3.65436 -0.64966 -2.05886
H 2.82502 -3.21240 -2.24493
H 0.24402 -4.26480 -2.79199
H -0.52973 -3.62576 -1.33545
H -1.03217 -3.04026 -2.92632

## Properties
* HOMO: -0.2909 hartree
* energy above the lowest of the compared OMol25 structures with the same formula, charge and spin: 2.1423 eV
* structure (SMILES): Cc1ccc(CNC(=O)CC[C@@H]2CCCN(Cc3cccc4c3OCO4)C2)o1

---

(4)
# C5H8N3

A 2-piece molecular cluster, C5H8N3 overall (ωB97M-V/def2-TZVPD, the OMol25 dataset).

Atoms and positions in Å:
C 1.68679 -0.12994 0.34639
C 0.97776 0.98943 0.18026
C -1.69069 -1.18884 -0.05092
C 0.95308 -1.35431 0.12201
C -1.66935 1.01428 0.23294
N -2.47948 -0.18958 0.12976
N -0.36445 -0.80391 -0.13199
N -0.34752 0.52085 -0.15275
H 2.77123 -0.26940 0.44378
H 1.23558 2.07673 0.17348
H -2.03509 -2.18252 -0.00837
H 1.48855 -2.02271 -0.65584
H 0.83631 -2.13827 0.98153
H -1.97958 1.89791 -0.37818
H -1.45822 1.37979 1.15881
H -0.35809 1.17079 -1.90875

## Properties
* ⟨S²⟩: 2.017
* net charge: +1
* HOMO (spin up / spin down): -0.4648 / -0.5475 hartree
* energy above the lowest of the compared OMol25 structures with the same formula, charge and spin: 2.2028 eV
* 2S+1: 3

---

(5)
# C14H11ClN4O4

C14H11ClN4O4 in the gas phase (ωB97M-V/def2-TZVPD, the OMol25 dataset).

Atoms and positions in Å:
O 2.99699 -1.06981 -5.73280
O 4.05699 -1.49247 -1.48961
Cl -2.49615 2.92124 2.17726
O -3.65932 0.42743 0.62700
O 1.17573 0.53718 0.24955
C 2.68872 -0.97763 -4.58256
C 3.24190 -1.27564 -2.33010
C 1.39866 -0.44878 -4.22389
C -2.11572 0.20614 -1.17404
C -0.69299 0.22512 -1.32246
C 1.10844 -0.43270 -2.90593
C -2.39520 0.37286 0.15738
C -0.13224 0.44848 -0.05517
C -1.14331 0.55327 5.08011
C -0.54854 -0.49260 4.37517
C -1.71753 1.56997 4.33681
C -0.50861 -0.47430 2.94995
C -1.74448 1.55986 2.96973
C -1.11911 0.55556 2.26143
N 3.54003 -1.41600 -3.62783
N 2.01703 -0.82913 -1.96044
N -0.14484 0.01328 -2.57747
N -1.19636 0.49516 0.86093
H -3.69592 0.35250 1.58505
H 1.30345 0.69314 1.17298
H 0.73310 -0.13063 -5.00191
H -2.84117 0.04401 -1.95848
H -1.19582 0.55636 6.18031
H -0.12731 -1.34569 4.88542
H -2.24421 2.30476 4.87619
H -0.06404 -1.29911 2.40480
H 4.47311 -1.67822 -3.86770
H 1.87592 -0.50989 -0.99893
H -0.82720 0.03628 -3.34075

## Properties
* HOMO: -0.2691 hartree
* energy above the lowest of the compared OMol25 structures with the same formula, charge and spin: 0.0000 eV
* structure (SMILES): O=c1cc(Nc2cc(O)n(-c3ccccc3Cl)c2O)[nH]c(=O)[nH]1

---

(6)
# C27H61BF6NO7

A 6-piece molecular cluster, C27H61BF6NO7 overall (ωB97M-V/def2-TZVPD, the OMol25 dataset).

Atoms and positions in Å:
C 5.76333 5.25260 1.93658
C 5.51479 3.76776 2.20206
C 4.19420 3.24546 1.67265
F 4.13556 3.59658 0.27393
B 3.88297 1.64835 1.91962
N 3.61089 1.51249 3.45626
C 2.57048 1.26830 0.97471
C 1.72235 0.09622 1.46800
C 0.59120 -0.39666 0.51738
C 0.02239 0.73010 -0.28510
O -0.88820 1.43626 0.04503
O 0.65311 0.89988 -1.46901
C 5.22684 0.77192 1.52848
C 5.04160 -0.70874 1.20396
C 6.19599 -1.38208 0.44591
C 7.53315 -1.37001 1.16014
F 7.38258 -1.35094 2.50117
F 8.20711 -2.53165 0.88947
C 8.52858 -0.20431 0.78809
F 9.65474 -0.69036 0.23017
F 8.88426 0.49570 1.87092
F 7.99318 0.64879 -0.09376
H 6.77725 5.54157 2.23000
H 5.04802 5.87757 2.47948
H 5.66348 5.46262 0.86956
H 5.50251 3.57895 3.28042
H 6.34048 3.18990 1.77208
H 3.38816 3.83000 2.15099
H 2.67718 1.83438 3.69773
H 3.65821 0.53845 3.74121
H 2.90884 1.07224 -0.05272
H 1.91588 2.15210 0.90759
H 1.26266 0.35529 2.42600
H 2.35630 -0.76970 1.67499
H -0.22703 -0.82870 1.09710
H 0.98221 -1.15777 -0.16059
H 0.44920 1.79859 -1.76711
H 5.70643 1.25404 0.66506
H 5.92766 0.86265 2.37203
H 4.16109 -0.83578 0.56637
H 4.85770 -1.28409 2.11707
H 5.97875 -2.44422 0.29710
H 6.30320 -0.93166 -0.54226
C -3.18320 -0.12131 2.15081
C -3.12503 -1.52436 2.73108
C -4.30787 -2.35624 2.26186
O -3.05354 -1.49280 4.15793
H -4.09218 0.38237 2.49819
H -2.32337 0.47216 2.45788
H -3.19873 -0.14489 1.06065
H -2.19960 -2.01222 2.41935
H -5.24454 -1.89298 2.58943
H -4.27023 -3.36798 2.66639
H -4.30551 -2.41647 1.17399
H -3.84676 -1.04827 4.47723
C 5.25923 -1.25119 7.23530
C 5.44640 -1.83646 5.84277
C 6.88475 -2.27153 5.60125
O 5.01684 -0.92113 4.84896
H 5.88400 -0.36139 7.35347
H 4.22117 -0.95526 7.38654
H 5.53822 -1.96973 8.00890
H 4.78605 -2.69958 5.72507
H 7.55364 -1.40923 5.67443
H 6.99259 -2.69197 4.60259
H 7.20352 -3.01472 6.33559
H 5.54392 -0.11299 4.89213
C -3.83506 -1.45405 -3.19794
C -4.00948 -2.87778 -2.70217
C -5.24549 -3.53016 -3.30062
O -4.05983 -2.91051 -1.27597
H -4.69462 -0.84350 -2.91353
H -2.94215 -1.00401 -2.76318
H -3.75163 -1.41505 -4.28479
H -3.12593 -3.46546 -2.95959
H -6.14151 -2.97218 -3.01109
H -5.35597 -4.55510 -2.94495
H -5.19059 -3.54118 -4.39048
H -4.85103 -2.43107 -1.00352
C -6.84249 2.79739 -3.12603
C -5.44077 2.21258 -3.19464
C -4.38453 3.28372 -3.40583
O -5.36053 1.21402 -4.21245
H -7.08625 3.30258 -4.06522
H -7.57945 2.01012 -2.96431
H -6.92587 3.52458 -2.31719
H -5.22554 1.67517 -2.26832
H -4.56125 3.80418 -4.35210
H -3.39087 2.83841 -3.44043
H -4.40527 4.02124 -2.60278
H -5.54072 1.63931 -5.05976
C -6.71107 -1.47028 -6.78528
C -7.88441 -0.54706 -6.50566
C -9.21211 -1.28468 -6.57225
O -7.87642 0.56620 -7.40194
H -6.78270 -1.89196 -7.79276
H -5.77226 -0.91975 -6.72020
H -6.67567 -2.29649 -6.07418
H -7.76421 -0.10267 -5.51570
H -9.36083 -1.70545 -7.57129
H -10.03865 -0.60503 -6.36461
H -9.24326 -2.10330 -5.85196
H -7.97059 0.22331 -8.29781

## Properties
* net charge: -1
* HOMO: -0.1580 hartree

---

(7)
# C7H10IO3

An isolated ion of composition C7H10IO3 and charge -1 (ωB97M-V/def2-TZVPD, the OMol25 dataset).

Atoms and positions in Å:
C 0.80346 -1.10502 0.33867
C 0.95616 -0.19378 2.72980
C 2.07693 0.87777 -0.63689
C -0.29033 0.42098 -1.47623
C -1.11693 -1.49869 1.93506
C 0.75342 0.34742 -0.30829
C 0.40904 -1.32597 1.77502
O 2.10065 -0.31708 3.03800
O 1.32577 -1.97507 -0.30700
O 0.12293 0.65046 2.98664
I 1.32557 -3.18038 2.49339
H 2.58815 0.31239 -1.38522
H 2.75319 1.07822 0.11718
H 1.98885 1.92344 -1.14017
H -1.12677 0.04581 -0.95368
H 0.16472 -0.21067 -2.19664
H -0.38872 1.44677 -1.74664
H -1.31210 -1.45460 3.03242
H -1.69628 -0.58196 1.64534
H -1.42644 -2.31204 1.25751
H 0.24929 0.99986 0.41235

## Properties
* net charge: -1
* HOMO: -0.1719 hartree
* energy above the lowest of the compared OMol25 structures with the same formula, charge and spin: 0.0740 eV
* structure (SMILES): CC(C)C(=O)[C@@](C)(I)C(=O)[O-]

---

| no. | maximum force (eV/A) |
| --- | --- |
| 1 | 4.478 |
| 2 | 11.081 |
| 3 | 1.256 |
| 4 | 3.470 |
| 5 | 3.407 |
| 6 | 0.779 |
| 7 | 3.908 |